{
  "formula": "C21H50FNO13",
  "method": "ωB97M-V/def2-TZVPD",
  "symbols": ["N", "H", "H", "H", "H", "O", "H", "C", "C", "O", "C", "O", "O", "F", "H", "H", "H", "C", "O", "C", "C", "O", "C", "C", "O", "C", "H", "H", "H", "H", "H", "H", "H", "H", "H", "H", "H", "H", "H", "H", "C", "O", "C", "C", "O", "C", "C", "O", "C", "H", "H", "H", "H", "H", "H", "H", "H", "H", "H", "H", "H", "H", "H", "C", "O", "C", "C", "O", "C", "C", "O", "C", "H", "H", "H", "H", "H", "H", "H", "H", "H", "H", "H", "H", "H", "H"],
  "positions_angstrom": [[1.081, 0.536, 1.688], [1.509, 0.274, 0.896], [1.566, 0.535, 2.553], [0.380, -0.234, 1.989], [0.906, 1.572, 1.674], [0.445, 2.040, 4.242], [-0.342, 2.517, 3.887], [2.362, -0.053, 6.476], [3.201, 0.136, 5.194], [2.830, -0.811, 4.320], [1.856, -1.561, 4.932], [1.331, -2.542, 4.356], [1.502, -1.129, 6.131], [4.582, -0.042, 5.442], [1.791, 1.011, 6.742], [3.032, -0.406, 7.258], [3.247, 1.114, 4.763], [0.173, -2.818, -0.582], [1.051, -1.907, 0.158], [2.298, -2.604, 0.208], [3.282, -1.791, 1.163], [3.529, -0.667, 0.840], [4.747, -0.042, 1.538], [4.875, 1.448, 1.099], [3.750, 2.168, 1.573], [3.795, 3.669, 1.196], [-0.748, -2.461, -0.300], [0.363, -3.806, -0.089], [0.240, -2.596, -1.711], [2.672, -2.659, -0.847], [2.267, -3.683, 0.547], [4.094, -2.465, 1.245], [2.775, -1.997, 2.056], [5.534, -0.464, 0.779], [4.708, -0.537, 2.544], [5.128, 1.620, 0.090], [5.805, 1.721, 1.596], [4.170, 3.748, 0.104], [4.300, 4.129, 1.961], [2.731, 4.244, 1.464], [-9.028, -2.690, -3.240], [-7.611, -2.735, -3.092], [-6.917, -3.329, -4.085], [-5.505, -3.506, -3.754], [-4.910, -2.401, -3.531], [-3.593, -2.252, -3.221], [-3.129, -0.776, -2.928], [-1.864, -0.881, -2.293], [-1.429, 0.259, -1.585], [-9.500, -3.526, -3.137], [-9.173, -2.126, -4.138], [-9.424, -2.184, -2.299], [-7.048, -2.836, -5.051], [-7.505, -4.142, -4.446], [-5.030, -3.967, -4.520], [-5.317, -4.204, -2.936], [-2.961, -2.481, -4.000], [-3.266, -2.752, -2.378], [-3.878, -0.201, -2.292], [-2.666, -0.322, -3.926], [-0.201, 0.145, -1.291], [-2.086, 0.852, -0.807], [-1.048, 1.031, -2.379], [-2.080, 2.674, 2.295], [-1.304, 2.636, 1.080], [-0.825, 3.805, 0.573], [-0.025, 3.534, -0.856], [0.911, 2.754, -0.607], [1.891, 2.746, -1.682], [2.393, 1.242, -2.017], [1.399, 0.671, -2.703], [1.746, -0.607, -3.116], [-1.623, 3.410, 3.024], [-2.192, 1.753, 2.618], [-3.048, 2.989, 2.018], [-0.304, 4.584, 1.301], [-1.749, 4.322, 0.283], [0.218, 4.445, -1.377], [-0.687, 3.151, -1.472], [2.745, 3.543, -1.533], [1.433, 2.964, -2.586], [2.631, 0.796, -1.132], [3.330, 1.294, -2.602], [2.191, -0.703, -4.085], [0.775, -1.030, -3.109], [2.447, -1.158, -2.158]],
  "mulliken_charge": [1.062, -0.748, -0.115, 0.409, 0.070, -0.927, -0.029, -0.367, 0.454, -0.115, 0.521, -0.591, -0.327, -0.391, 0.285, 0.290, 0.197, -0.712, -0.071, -1.031, -0.741, -0.122, -0.574, -0.684, -0.196, -0.672, 0.312, 0.415, 0.076, 0.387, 0.448, 0.604, 0.409, 0.152, 0.465, 0.472, 0.484, 0.270, 0.442, 0.021, -0.905, -0.318, -0.627, -0.678, -0.177, -0.976, -0.292, -0.018, -0.188, 0.409, 0.346, 0.235, 0.351, 0.571, 0.453, 0.341, 0.312, 0.473, 0.290, 0.253, -0.481, 0.322, 0.198, -1.245, 0.053, -0.653, -1.094, 0.430, -1.235, 0.467, -0.381, -0.130, 0.470, 0.355, 0.348, 0.236, 0.470, 0.494, 0.531, 0.269, 0.722, -0.591, 0.485, 0.358, -0.078, -0.008],
  "lumo_energy_ev": 0.53,
  "charge": 0,
  "e_above_lowest_ev": 0.679,
  "total_energy_ev": -53394.67552,
  "e_homo_ev": -6.6,
  "orbital_gap_ev": 7.10
}